{"formula": "C2HFN2O2", "method": "ωB97M-V/def2-TZVPD", "smiles": "O=[N+]([O-])C=C=NF", "e_above_lowest_kj_mol": 684.62, "mol_weight_da": 104.0, "orbital_gap_ev": 9.75, "elements": ["O", "N", "O", "C", "C", "N", "F", "H"], "coordinates": [[-0.434, 2.596, -0.226], [0.319, 1.660, 0.030], [1.565, 1.769, 0.085], [-0.243, 0.345, 0.202], [-1.530, 0.167, 0.038], [-2.636, 0.104, -0.457], [-3.791, 0.268, 0.239], [0.503, -0.561, 0.493]], "forces_ev_per_a": [[0.45, -1.10, 0.42], [1.81, 1.71, -0.66], [-2.30, -0.64, 0.14], [1.90, -3.02, 1.10], [0.10, 0.75, 0.50], [-0.41, -0.41, -1.43], [0.36, 0.03, 0.71], [-1.91, 2.67, -0.78]]}